1.
ORCA calculation (ωB97M-V with the def2-TZVPD basis set) on a structure of composition C32H53IrNP2.

Structure (ORCA input):
```
! RIJCOSX wB97M-V def2-TZVPD def2/J DEFGRID3
* xyz 1 5
Ir -1.59344 1.31329 -0.45958
C 3.47476 0.31743 1.07203
C 2.55778 -0.27508 1.99723
C 3.39857 -1.94107 0.67016
C 3.94530 -0.71077 0.21354
C 2.52376 -1.66673 1.75291
C 3.84928 1.72974 1.01781
H 3.83086 2.17401 2.02179
H 3.15689 2.34310 0.39407
H 4.85486 1.86075 0.58769
C 4.85989 -0.55690 -0.93647
H 5.18578 0.47958 -1.03566
H 4.37547 -0.84585 -1.88065
H 5.75222 -1.18770 -0.82809
C 3.79695 -3.28864 0.20700
H 4.58600 -3.71215 0.85684
H 4.19893 -3.27001 -0.81874
H 2.95233 -3.99380 0.23557
C 1.77863 -2.69121 2.51878
H 2.45591 -3.48419 2.87856
H 0.99045 -3.17254 1.91157
H 1.29252 -2.23943 3.39000
C 1.77066 0.42620 3.01283
H 1.70856 -0.13665 3.94974
H 0.73935 0.59914 2.67783
H 2.19022 1.40546 3.24528
C -3.12339 2.39812 -1.18771
C -2.09185 3.18064 -0.32799
C -2.56047 3.66387 1.05457
C -2.33305 2.55555 2.08888
C -1.79507 1.28241 1.46630
C -2.76061 0.41085 0.70436
C -4.21338 0.86395 0.59456
C -4.39776 1.94751 -0.48734
H -3.57607 4.11331 1.07651
H -3.19442 2.32649 2.74009
H -1.93891 4.53188 1.33730
H -4.94309 2.81448 -0.13401
H -3.28510 3.19843 -1.93138
H -1.61275 4.02134 -0.84611
H -4.99608 1.48802 -1.26961
H -4.81700 -0.00518 0.29757
H -2.56232 -0.65653 0.82159
H -4.58942 1.09661 1.60616
H -1.54324 2.93524 2.74853
H -1.01590 0.78637 2.06673
P 1.76058 3.89262 0.06107
C 0.88079 4.58382 -1.42570
C 0.78766 4.72380 1.39403
P -2.14154 -3.27020 1.47273
C -2.51830 1.36790 -2.17198
C -2.53226 -3.41957 3.22374
C -3.74637 -3.40826 0.60224
H 0.35299 3.83971 -2.06211
H 1.80762 4.89373 -1.98814
H 0.25227 5.49742 -1.35245
H 0.39477 4.03072 2.15626
H -0.01105 5.44905 1.17637
H 1.68979 5.25042 1.82550
H -4.64979 -3.35206 1.23768
H -3.72286 -4.37522 0.05537
H -3.78291 -2.61233 -0.17050
H -1.99544 1.86038 -2.98327
H -3.11351 0.48273 -2.39863
H -1.98462 -4.30727 3.59381
H -3.60126 -3.48440 3.45602
H -2.06247 -2.53678 3.69431
C -0.50623 -4.42720 -1.83589
N 0.08502 -3.13119 -1.88825
C 1.47943 -3.08597 -2.22044
C -0.65237 -2.00125 -1.37257
C -0.13860 -0.76572 -2.03502
C 0.05907 -0.76970 -3.41838
C 0.94163 0.17169 -3.92798
C 1.60877 1.02431 -3.04251
C 1.31985 0.98332 -1.67931
C 0.09584 0.42241 -1.31898
H -0.22494 -4.97660 -0.90864
H -0.13973 -5.00062 -2.70685
H -1.60211 -4.34113 -1.86754
H 2.01093 -2.20744 -1.80708
H 1.98776 -4.00491 -1.86931
H 1.61277 -3.08495 -3.32330
H -1.71880 -2.09070 -1.68423
H -0.58826 -2.02943 -0.25254
H -0.44869 -1.54854 -3.99927
H 1.11547 0.23084 -4.98853
H 2.35067 1.73081 -3.38612
H 2.00585 1.36642 -0.93466
*
```

As for the HOMO energy (spin up / spin down): -9.099 / -8.996 eV. As for the largest force on an atom: 12.285 eV/A. The value obtained for the calculated total energy is -2092.185871 hartree. The calculation puts the gap between HOMO and LUMO (spin up / spin down) at 5.219 / 3.911 eV. The expectation value of S² is 6.06.

2.
ORCA calculation (ωB97M-V with the def2-TZVPD basis set) on a structure of composition C32H53N2SbSi3Ti.

Structure (ORCA input):
```
! RIJCOSX wB97M-V def2-TZVPD def2/J DEFGRID3
* xyz 2 1
Ti -0.41534 -0.19966 1.46522
C -1.40498 1.17152 3.05257
C -1.30125 -0.16158 3.55584
C -2.18875 -0.98486 2.81087
C -2.72180 -0.21005 1.76083
C -2.24086 1.12762 1.91754
C -2.77796 2.30142 1.15573
C -3.76264 -0.62106 0.77043
C -2.59104 -2.37107 3.19791
C -0.62395 -0.56323 4.83079
C -1.02017 2.40177 3.82462
H -2.48427 3.23865 1.62248
H -3.86862 2.25740 1.14804
H -2.44562 2.33518 0.11901
H -4.75110 -0.37912 1.16642
H -3.73979 -1.69068 0.56911
H -3.65275 -0.09323 -0.17659
H -3.30958 -2.30168 4.01697
H -1.75537 -2.96924 3.56400
H -3.07289 -2.90465 2.38186
H -1.33272 -0.50707 5.66004
H 0.21595 0.08661 5.06874
H -0.25449 -1.58734 4.79375
H -1.81597 3.14144 3.73705
H -0.09999 2.87754 3.51271
H -0.91801 2.15365 4.88024
C 2.28783 1.86841 -1.94895
Sb 0.35811 1.47966 -1.12921
C 1.11477 1.02650 0.96622
C 1.98074 -0.14565 1.33802
C 3.34872 -0.30437 1.15379
C 3.97684 -1.40692 1.69853
C 3.24716 -2.35679 2.41831
C 1.89979 -2.16424 2.56654
N 1.29224 -1.08858 2.03555
Si 1.84054 2.66720 1.68100
C 2.26251 2.21530 3.44290
C 0.60004 4.03296 1.44286
C 3.43550 3.27581 0.94424
C -0.18194 -0.34478 -2.27358
C -0.92394 -1.34582 -1.46666
C -1.77831 -2.28794 -2.07252
C -2.20451 -3.40705 -1.40467
C -1.77306 -3.63050 -0.09328
C -1.03314 -2.64879 0.48761
N -0.66398 -1.49713 -0.14010
Si 1.28209 -1.40550 -3.01569
C 2.50041 -1.80365 -1.66773
C 2.10015 -0.58436 -4.46150
C 0.66218 -3.05422 -3.60640
Si -1.27024 0.42933 -3.69196
C -1.54458 -0.65001 -5.18056
C -0.46078 1.99246 -4.29843
C -2.91958 0.83603 -2.94086
H 2.75796 2.64321 -1.35630
H 2.14357 2.23974 -2.96110
H 2.90849 0.97946 -1.95579
H 3.89964 0.44077 0.59837
H 5.04501 -1.53525 1.56869
H 3.72251 -3.22666 2.84987
H 1.27761 -2.86042 3.11310
H 1.57845 1.48493 3.87865
H 2.26830 3.10131 4.08715
H 3.27193 1.79215 3.47176
H -0.41529 3.67056 1.29107
H 0.87752 4.62955 0.56860
H 0.59295 4.71135 2.30256
H 4.19166 2.51363 0.74765
H 3.85909 3.94852 1.69986
H 3.29072 3.87085 0.04177
H -2.04077 -2.14919 -3.11101
H -2.83941 -4.13021 -1.90313
H -2.02042 -4.53188 0.45050
H -0.69923 -2.76377 1.51249
H 3.25910 -1.03175 -1.52512
H 3.02318 -2.72913 -1.93213
H 1.99599 -1.97461 -0.71078
H 2.46500 0.42294 -4.28871
H 1.43794 -0.56793 -5.33046
H 2.96341 -1.20351 -4.73269
H 0.39437 -3.72397 -2.78575
H 1.49862 -3.51907 -4.14104
H -0.17622 -3.00252 -4.30084
H -0.62623 -1.05105 -5.60734
H -1.99574 -0.00617 -5.94470
H -2.23968 -1.47765 -5.01889
H 0.54080 1.82152 -4.69842
H -0.41476 2.79805 -3.55962
H -1.07692 2.36907 -5.12203
H -3.50491 -0.05978 -2.71358
H -3.50393 1.43624 -3.64632
H -2.81190 1.42508 -2.02597
*
```

As for the HOMO energy: -13.777 eV. As for the largest force on an atom: 1.045 eV/A. The value obtained for the calculated total energy is -3318.486343 hartree. The calculation puts the gap between HOMO and LUMO at 7.023 eV.

> What is the calculated total energy in the second record?

-3318.486343 hartree

> The lowest calculated total energy belongs to which entry?

C32H53N2SbSi3Ti

> Which value of calculated total energy does entry 2 give?

-3318.486343 hartree

> Which of these has the highest calculated total energy?

C32H53IrNP2